Record 1
Below is a structure of composition C16H13BrN2O6S3Zn, with properties calculated with the ωB97M-V functional and the def2-TZVPD basis.

Element x y z (Å)
Br 6.49931 2.05785 0.73450
Zn 0.18432 -0.28569 0.49053
S -3.31901 2.58324 2.07652
S -0.82268 -2.34960 1.91673
S -1.31263 0.96726 3.60090
O -2.23444 -2.28593 2.28231
O -0.07159 -1.16534 2.50860
O -3.83004 3.04182 -1.42153
O -0.65798 -2.10041 0.41533
O -0.53903 0.42942 -1.44385
O -0.18857 -3.60813 2.29291
N -1.44165 1.10220 0.91960
N -2.07659 1.61319 -0.19862
C -1.51451 1.20529 -1.33285
C -3.76839 3.10843 -3.76668
C -3.24900 2.63500 -2.55792
C 2.07000 0.40500 0.50873
C -1.93266 1.46964 2.03202
C -2.14853 1.75738 -2.57669
C -2.09278 2.37535 4.44513
C 4.70050 1.38388 0.64207
C 4.21305 0.61639 1.68343
C 3.92718 1.68074 -0.46366
C -3.21505 2.72007 -4.97276
C -1.61416 1.38068 -3.80404
C -3.48623 2.54237 3.87777
C 2.62534 1.18593 -0.51155
C -2.13077 1.84957 -5.00112
C 2.90753 0.13981 1.60038
H -3.63443 3.09795 -5.89906
H -1.50697 3.28584 4.30017
H -1.69726 1.54039 -5.94411
H -4.61515 3.78269 -3.72538
H 4.33061 2.28318 -1.26847
H 4.83778 0.39700 2.54064
H -3.31919 2.58833 -0.67958
H 2.01982 1.42142 -1.38191
H -4.11969 1.70249 4.16530
H -0.77338 0.69928 -3.77914
H 2.51613 -0.46102 2.41565
H -3.95635 3.47638 4.19199
H -2.11782 2.13254 5.50924

Computed properties:
LUMO energy (eV): 4.0409
Relative energy (zero: lowest compared OMol25 entry of this formula, charge and spin) (kcal/mol): 0.0
Net charge: -2
Maximum force (eV Å⁻¹): 0.2

Charges computed using Mulliken, reported in e: atom 1 (Br): -0.299, atom 2 (Zn): 0.000, atom 3 (S): -0.178, atom 4 (S): 1.352, atom 5 (S): 0.055, atom 6 (O): -0.724, atom 7 (O): -0.672, atom 8 (O): -0.716, atom 9 (O): -0.710, atom 10 (O): -0.762, atom 11 (O): -0.740, atom 12 (N): -0.085, atom 13 (N): -0.645, atom 14 (C): 0.782, atom 15 (C): -0.736, atom 16 (C): 0.366, atom 17 (C): -0.931, atom 18 (C): 0.174, atom 19 (C): 0.376, atom 20 (C): -0.601, atom 21 (C): 0.338, atom 22 (C): -0.656, atom 23 (C): -0.672, atom 24 (C): -0.236, atom 25 (C): -0.546, atom 26 (C): -0.507, atom 27 (C): 0.327, atom 28 (C): -0.785, atom 29 (C): 0.284, atom 30 (H): 0.334, atom 31 (H): 0.280, atom 32 (H): 0.379, atom 33 (H): 0.372, atom 34 (H): 0.370, atom 35 (H): 0.372, atom 36 (H): 0.804, atom 37 (H): 0.406, atom 38 (H): 0.289, atom 39 (H): 0.425, atom 40 (H): 0.440, atom 41 (H): 0.338, atom 42 (H): 0.337

=====

Record 2
Below is a cluster of 2 separate species, C4H11N3O2 in total, with properties calculated with the ωB97M-V functional and the def2-TZVPD basis.

Element x y z (Å)
O 1.52067 -1.07699 1.00873
O 2.12987 -0.82375 -1.04094
N -0.63531 -0.69152 -1.11971
N -0.77468 0.22702 1.01999
N -2.23382 1.02738 -0.67065
C -3.32288 1.22259 0.30013
C -1.22753 0.09336 -0.25091
C 3.96475 -0.47723 0.20166
C 2.45478 -0.77734 0.28029
H 3.87771 0.30657 -0.58269
H -4.22866 0.73892 -0.06458
H -1.42988 0.11486 1.78332
H 4.50864 -0.14109 1.05344
H 4.51023 -1.29570 -0.29658
H -2.55535 0.82044 -1.61295
H 1.12472 -0.94203 -1.11085
H -3.11162 0.74725 1.24598
H -3.46791 2.30910 0.59129
H 0.04440 -0.39366 1.20201
H -1.14810 -0.98818 -1.93699

Computed properties:
LUMO energy (eV): 0.8550
Relative energy (zero: lowest compared OMol25 entry of this formula, charge and spin) (kcal/mol): 35.6
Maximum force (eV Å⁻¹): 3.8
SMILES: [H]/N=C(/N)NC.CC(=O)O

Charges computed using Mulliken, reported in e: atom 1 (O): -0.752, atom 2 (O): -0.477, atom 3 (N): -0.684, atom 4 (N): -0.446, atom 5 (N): -0.230, atom 6 (C): -0.700, atom 7 (C): 0.403, atom 8 (C): -1.026, atom 9 (C): 0.778, atom 10 (H): 0.286, atom 11 (H): 0.278, atom 12 (H): 0.287, atom 13 (H): 0.343, atom 14 (H): 0.285, atom 15 (H): 0.272, atom 16 (H): 0.424, atom 17 (H): 0.240, atom 18 (H): 0.249, atom 19 (H): 0.329, atom 20 (H): 0.140

=====

Record 3
Below is a structure of composition C45H60BCrN8O4S, with properties calculated with the ωB97M-V functional and the def2-TZVPD basis.

Element x y z (Å)
Cr -0.72033 0.66747 -0.18484
S -0.16562 6.13590 -2.62929
O -0.43705 2.75207 0.04922
O -0.56587 7.48824 -2.34766
O -0.65521 5.45861 -3.79501
O 0.15935 2.98985 2.21387
N 0.41737 -1.85602 0.61019
N 1.53578 0.34545 2.19650
N -2.12735 -0.95465 -0.65709
N -1.65489 0.66986 1.80995
N 1.64911 0.63626 0.87772
N -0.94515 0.24710 2.88121
N 0.25356 -1.81905 1.95401
N -0.54670 5.23439 -1.33582
C 1.92531 -4.43611 -1.18207
C -3.53642 -2.78367 -0.05989
C -5.05316 0.74429 1.43494
C 2.59682 0.82368 2.87839
C 5.89346 5.92744 -2.60282
C -4.04357 -2.81012 -1.35273
C -4.42564 3.07571 2.07928
C -2.05650 0.07030 -2.81500
C -0.11116 5.66741 -0.01127
C -2.77744 1.17496 3.66658
C 2.81204 1.24906 0.72120
C -2.77528 1.23161 2.26572
C -1.06042 0.92227 -2.28549
C -0.51968 -4.39616 -1.69021
C -2.60291 -0.96930 -1.91946
C 1.61185 6.15205 -2.71594
C -3.57225 -1.91025 -2.28631
C 3.65535 5.10332 -3.39320
C -0.79665 4.86029 1.08249
C -0.63917 1.94361 -3.14232
C 4.14152 0.29242 -1.11519
C 4.39567 6.03142 -2.66234
C 2.75459 0.74046 4.36021
C 4.39693 2.70479 -0.54130
C -1.59884 0.54819 4.01547
C -2.55623 0.22202 -4.11344
C -2.57269 -1.84275 0.23696
C 0.18742 -3.94624 1.38208
C -1.09404 0.27310 5.39341
C 2.31249 1.88964 -1.64172
C 0.65833 -3.56705 -1.17055
C 3.71504 7.03305 -1.97938
C -0.28981 3.40897 1.15451
C 2.27428 5.15716 -3.42064
C -3.91786 1.78102 1.42970
C 3.44215 1.41494 1.96779
C 0.87771 -2.36114 -2.08110
C -0.10876 -3.37244 3.89112
C -3.55072 2.09383 -0.01847
C -2.09463 1.24398 -4.92273
C 3.39811 1.54971 -0.63565
C 0.10596 -3.07106 2.44414
C 0.40138 -3.12942 0.25273
C -1.13598 2.11826 -4.42513
C 2.33015 7.09822 -2.00279
B 0.40896 -0.50860 2.76819
H -5.37060 0.51407 2.45453
H 4.16921 4.32044 -3.93805
H -5.91464 1.12926 0.88115
H -4.73102 -0.18387 0.95942
H -3.52507 1.54994 4.34505
H -4.80591 2.90149 3.08740
H -0.56365 4.22250 -1.45590
H -3.62621 3.81854 2.14101
H -0.62176 5.33467 2.04775
H 2.77329 -0.29061 4.71687
H 1.93781 1.25767 4.86741
H -0.16521 0.81136 5.58749
H 5.22479 2.46419 0.12934
H -2.49034 1.37093 -5.92324
H -1.43599 -3.80455 -1.69642
H -0.68745 -5.27779 -1.06593
H -0.98417 -2.84777 4.27981
H -5.23898 3.49272 1.48125
H 0.74927 -3.07252 4.49569
H 1.58327 1.08185 -1.70378
H 3.68896 1.22159 4.64867
H 4.81626 2.91447 -1.52891
H -0.90088 -0.78714 5.55943
H 4.92396 0.00939 -0.40718
H 1.81128 -5.30809 -0.53423
H -3.32464 -0.43710 -4.50047
H -1.83885 0.60569 6.11576
H 4.38458 1.89081 2.18292
H -4.40533 2.56778 -0.50948
H 0.97861 5.56221 0.08846
H 1.77971 2.80040 -1.36483
H -3.86516 -3.48007 0.69861
H -3.31884 1.18918 -0.57977
H -4.79465 -3.53837 -1.63442
H 3.90900 3.61275 -0.17698
H -0.01635 -1.74718 -2.16670
H -2.13547 -1.77607 1.22406
H 4.60233 0.46728 -2.09253
H -1.87423 4.85519 0.88709
H 0.12428 -5.02223 1.42972
H 0.10700 2.64996 -2.79341
H -3.95140 -1.93379 -3.29675
H -0.79156 2.95211 -5.02825
H -0.32304 -4.73326 -2.71195
H 0.70328 -0.81160 3.88736
H 2.75362 2.01783 -2.63217
H 6.33173 6.80445 -2.12706
H 1.70085 4.43605 -3.98453
H 6.19437 5.04703 -2.03036
H 1.66915 -1.72145 -1.69128
H 4.27469 7.76955 -1.41469
H 3.44542 -0.54264 -1.20134
H 1.80148 7.88076 -1.47318
H 2.78412 -3.86185 -0.82847
H -0.26720 -4.44242 4.02264
H 6.32146 5.82992 -3.60183
H -2.69434 2.76083 -0.09537
H 2.13688 -4.78643 -2.19623
H -0.35823 6.72601 0.08053
H 1.15850 -2.69993 -3.08260

Computed properties:
Spin multiplicity: 5
⟨S²⟩: 6.018
LUMO energy (spin up / spin down) (eV): 2.4679 / 2.4677
Relative energy (zero: lowest compared OMol25 entry of this formula, charge and spin) (kcal/mol): 0.0
Net charge: -1
Maximum force (eV Å⁻¹): 0.4

Atom charges from the Mulliken analysis, given in e for atoms 1 to 99: atom 1 (Cr): 1.323, atom 2 (S): 1.184, atom 3 (O): 0.954, atom 4 (O): -0.750, atom 5 (O): -0.659, atom 6 (O): -0.627, atom 7 (N): 0.699, atom 8 (N): 0.288, atom 9 (N): 1.772, atom 10 (N): 1.808, atom 11 (N): 0.988, atom 12 (N): 0.328, atom 13 (N): -0.211, atom 14 (N): -0.001, atom 15 (C): -2.033, atom 16 (C): -1.129, atom 17 (C): -1.904, atom 18 (C): 0.533, atom 19 (C): -1.441, atom 20 (C): -1.206, atom 21 (C): -1.939, atom 22 (C): 1.369, atom 23 (C): -0.362, atom 24 (C): -0.965, atom 25 (C): -1.074, atom 26 (C): -1.004, atom 27 (C): -1.004, atom 28 (C): -1.657, atom 29 (C): 0.339, atom 30 (C): -0.246, atom 31 (C): -0.683, atom 32 (C): -0.300, atom 33 (C): -1.481, atom 34 (C): 1.455, atom 35 (C): -1.787, atom 36 (C): 0.958, atom 37 (C): -1.470, atom 38 (C): -2.455, atom 39 (C): 0.421, atom 40 (C): -0.711, atom 41 (C): -0.834, atom 42 (C): -1.510, atom 43 (C): -1.329, atom 44 (C): -0.227, atom 45 (C): 2.910, atom 46 (C): -0.790, atom 47 (C): 0.123, atom 48 (C): -0.123, atom 49 (C): 3.039, atom 50 (C): -1.036, atom 51 (C): -1.107, atom 52 (C): -1.500, atom 53 (C): -1.116, atom 54 (C): -1.474, atom 55 (C): 3.290, atom 56 (C): 0.926, atom 57 (C): 0.079, atom 58 (C): -0.845, atom 59 (C): -0.534, atom 60 (B): -2.184, atom 61 (H): 0.385, atom 62 (H): 0.308, atom 63 (H): 0.457, atom 64 (H): 0.235, atom 65 (H): 0.489, atom 66 (H): 0.306, atom 67 (H): -0.123, atom 68 (H): 0.297, atom 69 (H): 0.371, atom 70 (H): 0.193, atom 71 (H): 0.130, atom 72 (H): 0.120, atom 73 (H): 0.473, atom 74 (H): 0.384, atom 75 (H): 0.192, atom 76 (H): 0.292, atom 77 (H): 0.187, atom 78 (H): 0.488, atom 79 (H): 0.216, atom 80 (H): -0.763, atom 81 (H): 0.459, atom 82 (H): 0.363, atom 83 (H): 0.159, atom 84 (H): 0.454, atom 85 (H): 0.333, atom 86 (H): 0.316, atom 87 (H): 0.453, atom 88 (H): 0.420, atom 89 (H): 0.699, atom 90 (H): 0.238, atom 91 (H): -0.195, atom 92 (H): 0.509, atom 93 (H): 0.039, atom 94 (H): 0.403, atom 95 (H): 0.371, atom 96 (H): 0.063, atom 97 (H): 0.144, atom 98 (H): 0.459, atom 99 (H): 0.148

=====

Record 4
Below is a cluster of 2 separate species, C2H6IOP in total, with properties calculated with the ωB97M-V functional and the def2-TZVPD basis.

Element x y z (Å)
I -2.18079 1.83853 -1.11826
P 0.26980 0.43535 1.24486
O 1.82414 -0.42945 -0.98867
C -0.59975 -1.08065 0.78721
C -0.67792 1.66506 0.46090
H 1.22844 -0.29272 -1.68996
H 2.65773 -0.74588 -1.42956
H -0.19410 -1.34988 -0.19006
H -0.29755 2.67823 0.70323
H -0.34679 -1.84594 1.49236
H -1.68323 -0.87264 0.72794

Computed properties:
LUMO energy (eV): 0.1109
Relative energy (zero: lowest compared OMol25 entry of this formula, charge and spin) (kcal/mol): 59.8
Maximum force (eV Å⁻¹): 3.3
SMILES: C/P=C\I.O

Charges computed using Mulliken, reported in e: atom 1 (I): -0.032, atom 2 (P): 0.109, atom 3 (O): -0.603, atom 4 (C): -0.821, atom 5 (C): -0.486, atom 6 (H): 0.299, atom 7 (H): 0.296, atom 8 (H): 0.249, atom 9 (H): 0.378, atom 10 (H): 0.330, atom 11 (H): 0.282

=====

Record 5
Below is a structure of composition C27H23ClN3O6V, with properties calculated with the ωB97M-V functional and the def2-TZVPD basis.

Element x y z (Å)
V -0.86536 0.43446 -0.89668
Cl -5.31885 -5.05428 0.62884
O -0.99749 2.00521 -0.96791
O -1.20520 1.02156 1.91530
O -2.34471 -0.18129 -0.43858
O 3.90462 -2.44954 2.04467
O 0.22413 0.03005 0.55889
O 4.59697 -2.34667 4.07483
N 0.99687 0.59177 -1.74512
N 3.83640 -2.04836 3.18742
N -0.54696 -1.48967 -1.58366
C 0.79891 0.05312 2.81404
C -5.00612 -2.36831 0.63512
C -2.51042 -2.49298 -0.59704
C -3.22313 -3.67256 -0.33398
C 3.32924 -1.90747 -3.14337
C 1.78835 1.64307 -1.67072
C 1.53599 -0.56687 -2.18329
C 0.69487 0.60584 4.08827
C 1.83812 -0.82153 2.51867
C -2.82972 3.36245 -0.44785
C -4.32486 -1.20088 0.39402
C -1.05226 4.13180 -2.07216
C 1.14956 -2.87253 -2.77352
C 3.15443 1.60593 -1.97668
C -4.45269 -3.60938 0.28528
C 0.68451 -1.70186 -2.20105
C -1.33315 3.32717 -0.79123
C 3.71617 0.44297 -2.43952
C 1.63050 0.29180 5.06243
C 2.66455 -0.58662 4.77975
C -1.25879 -2.53190 -1.25661
C 2.46311 -2.96352 -3.24665
C -3.05320 -1.22925 -0.21159
C -0.16919 0.41018 1.73182
C 2.75655 -1.13536 3.50533
C 2.88606 -0.68276 -2.60491
C -0.51994 3.87842 0.39403
H -2.81439 -4.62713 -0.62909
H 0.51425 -3.73867 -2.88322
H -0.88748 -3.53088 -1.48199
H 3.74355 2.49801 -1.84226
H -0.78433 4.91478 0.57882
H 1.33254 2.56721 -1.34188
H -0.73380 3.28589 1.28088
H -3.01072 2.71071 0.40707
H 3.40305 -0.85223 5.52123
H 2.79630 -3.89841 -3.66744
H -5.98228 -2.34028 1.09216
H -1.67596 3.76822 -2.88811
H -4.74632 -0.24797 0.67508
H 4.77057 0.37276 -2.66095
H 1.93501 -1.25242 1.53233
H 4.34374 -1.98735 -3.49564
H 1.55756 0.72791 6.04707
H -1.27373 5.18076 -1.89305
H -3.13078 4.37830 -0.20975
H -0.01033 4.03873 -2.37636
H -3.41386 2.99897 -1.29253
H 0.54838 3.82478 0.19721
H -0.11884 1.28611 4.29388

Computed properties:
Spin multiplicity: 2
⟨S²⟩: 0.758
LUMO energy (spin up / spin down) (eV): -4.1626 / -4.1937
Relative energy (zero: lowest compared OMol25 entry of this formula, charge and spin) (kcal/mol): 1.9
Net charge: +1
Maximum force (eV Å⁻¹): 4.8

Charges computed using Mulliken, reported in e: atom 1 (V): 0.644, atom 2 (Cl): -0.186, atom 3 (O): -0.242, atom 4 (O): -0.615, atom 5 (O): -0.312, atom 6 (O): -0.623, atom 7 (O): -0.146, atom 8 (O): -0.614, atom 9 (N): 0.166, atom 10 (N): 1.074, atom 11 (N): 0.621, atom 12 (C): 0.318, atom 13 (C): -0.639, atom 14 (C): -0.018, atom 15 (C): -1.034, atom 16 (C): -0.889, atom 17 (C): 0.208, atom 18 (C): 0.648, atom 19 (C): -0.548, atom 20 (C): -0.369, atom 21 (C): -1.583, atom 22 (C): -0.696, atom 23 (C): -1.377, atom 24 (C): -0.947, atom 25 (C): -1.257, atom 26 (C): 0.121, atom 27 (C): 0.846, atom 28 (C): 1.125, atom 29 (C): -0.745, atom 30 (C): -0.622, atom 31 (C): -0.527, atom 32 (C): 0.472, atom 33 (C): -1.036, atom 34 (C): 0.121, atom 35 (C): 0.662, atom 36 (C): -0.194, atom 37 (C): 0.737, atom 38 (C): -1.372, atom 39 (H): 0.467, atom 40 (H): 0.401, atom 41 (H): 0.262, atom 42 (H): 0.487, atom 43 (H): 0.531, atom 44 (H): 0.377, atom 45 (H): 0.302, atom 46 (H): 0.298, atom 47 (H): 0.503, atom 48 (H): 0.417, atom 49 (H): 0.453, atom 50 (H): 0.389, atom 51 (H): 0.495, atom 52 (H): 0.480, atom 53 (H): 0.667, atom 54 (H): 0.459, atom 55 (H): 0.422, atom 56 (H): 0.443, atom 57 (H): 0.490, atom 58 (H): 0.298, atom 59 (H): 0.363, atom 60 (H): 0.324, atom 61 (H): 0.501

=====

Record 6
Below is a structure of composition C4H3ClN2, with properties calculated with the ωB97M-V functional and the def2-TZVPD basis.

Element x y z (Å)
Cl 1.71339 -0.93815 -0.37757
N 2.19923 2.31446 0.97218
N 0.16396 -1.40158 1.09565
C 1.47911 0.67839 -0.82967
C -0.91614 -1.20751 0.65490
C 1.74109 1.53986 0.24456
C -2.08774 -0.83038 0.18959
H -2.63160 -1.34145 -0.51145
H -2.31405 0.24219 0.15667
H 0.65276 0.94417 -1.59487

Computed properties:
LUMO energy (spin up / spin down) (eV): -1.6122 / -1.6865
Relative energy (zero: lowest compared OMol25 entry of this formula, charge and spin) (kcal/mol): 122.6
Maximum force (eV Å⁻¹): 2.7

Charges computed using Mulliken, reported in e: atom 1 (Cl): -0.002, atom 2 (N): -0.362, atom 3 (N): -0.472, atom 4 (C): -0.354, atom 5 (C): 0.718, atom 6 (C): 0.440, atom 7 (C): -0.873, atom 8 (H): 0.328, atom 9 (H): 0.264, atom 10 (H): 0.313

=====

no.,molecular weight (Da),energy (eV)
1,570.783,-183038.1741
2,133.151,-12891.2853
3,871.902,-107690.9233
4,203.947,-21606.5671
5,571.893,-83332.1630
6,114.535,-19693.6773